[1]
Density functional theory data (ωB97M-V/def2-TZVPD) for C29H23IrN4OPS as an isolated structure in a non-equilibrium geometry.

```
60
Properties=species:S:1:pos:R:3
Ir -1.43474 -0.04634 -1.00254
N -3.09984 -0.75504 2.66040
C -2.51023 0.41785 3.12708
C -2.50314 0.97911 4.39867
C -1.81788 2.16669 4.53645
C -1.17654 2.77170 3.44119
C -1.18407 2.20518 2.18401
C -1.85317 0.99031 2.03670
N -2.07018 0.15174 0.92809
C -2.80587 -0.86964 1.37036
C -3.10247 -1.93307 0.42598
C -3.92932 -3.00381 0.43874
S -3.80597 -3.86047 -1.03769
C -2.67479 -2.76175 -1.61335
N -2.38860 -1.79568 -0.76147
H -3.64520 -1.40239 3.21092
H -3.01046 0.51456 5.23333
H -1.78002 2.64866 5.50352
H -0.67463 3.71815 3.59003
H -0.71170 2.70632 1.35205
H -4.60978 -3.32395 1.21276
H -2.22196 -2.84761 -2.58785
O -2.44234 -0.20936 -3.55641
N -1.16035 -0.30784 -3.02799
C -0.23138 -0.77897 -3.77240
C 1.17049 -0.90807 -3.41678
C 2.00919 -1.32426 -4.45076
C 3.38272 -1.40818 -4.26502
C 3.92749 -1.06834 -3.04041
C 3.10027 -0.68460 -1.98679
C 1.72314 -0.60871 -2.15777
P 0.79234 -0.10872 -0.70266
C 1.42915 -0.94523 0.71207
C 1.83743 -2.28233 0.59465
C 2.35176 -2.93480 1.69900
C 2.44295 -2.26866 2.91769
C 2.00915 -0.95394 3.04449
C 1.48450 -0.28999 1.94935
C 0.84931 1.66409 -0.57093
C -0.27739 2.26022 -1.14001
C -0.45340 3.63401 -1.14715
C 0.55675 4.41683 -0.59616
C 1.68927 3.83702 -0.03283
C 1.84904 2.45749 -0.01815
H -2.42763 -0.44148 -4.50216
H -0.49990 -1.07390 -4.78577
H 1.58473 -1.57763 -5.41454
H 4.01911 -1.72903 -5.07834
H 4.99773 -1.10935 -2.88783
H 3.55010 -0.44054 -1.03247
H 1.76419 -2.80416 -0.35204
H 2.68489 -3.96019 1.61465
H 2.84781 -2.78384 3.77897
H 2.08618 -0.44640 3.99648
H 1.13708 0.73053 2.05415
H -1.09556 1.71091 -1.68284
H -1.32665 4.08915 -1.59319
H 0.46385 5.49468 -0.62408
H 2.45359 4.46869 0.39981
H 2.73094 2.01437 0.42676
```

The total energy is -2256.108759 Ha. The relative energy (zero: lowest compared OMol25 entry of this formula, charge and spin) comes out at 0.2983 eV. As for the total charge: +3. The molecular weight is 698.79 g/mol. The value obtained for the HOMO-LUMO gap is 0.2458 Ha. The calculation puts the HOMO energy at -16.95 eV.

Mulliken atomic charge list, values in e, 4 entries: 1.1657 0.0259 0.4550 -1.1234



[2]
Density functional theory data (ωB97M-V/def2-TZVPD) for C29H23MnN8O4S2 as an isolated structure.

```
67
Properties=species:S:1:pos:R:3
Mn 0.62248 -0.81672 0.73524
O -2.78225 1.08505 2.40127
C -1.67074 1.00273 1.92130
N -1.04230 -0.23374 1.71327
C -1.70379 -1.34272 2.19618
C -2.60307 -1.38572 3.28544
C -3.22314 -2.56102 3.60782
C -3.00282 -3.75242 2.86914
C -2.11397 -3.77604 1.84144
C -1.41199 -2.57964 1.51513
N -0.41918 -2.46980 0.62735
C 0.00401 -3.47926 -0.22904
O -0.59153 -4.48765 -0.50462
C 1.37546 -3.17289 -0.74805
C 2.00440 -3.99695 -1.65693
C 3.28819 -3.66945 -2.06177
C 3.89761 -2.54810 -1.52505
C 3.19766 -1.76385 -0.62470
N 1.95142 -2.06651 -0.25255
C -0.98823 2.29922 1.57077
C -1.09114 3.32984 2.50067
C -0.57189 4.56768 2.16720
C -0.01095 4.73832 0.91036
C 0.01637 3.65519 0.04872
N -0.45059 2.45072 0.37044
H -2.80809 -0.49527 3.85319
H -3.90646 -2.58404 4.44590
H -3.53238 -4.65363 3.14514
H -1.91342 -4.67497 1.28152
H 1.47355 -4.86116 -2.02986
H 3.80669 -4.28284 -2.78533
H 4.90168 -2.26607 -1.80687
H 3.63360 -0.87284 -0.19646
H -1.58074 3.15394 3.44696
H -0.62243 5.39058 2.86712
H 0.38639 5.69351 0.59838
H 0.42394 3.75588 -0.95148
N -3.12989 4.08624 -4.46740
C -2.43248 2.98072 -4.05570
C -1.21214 2.64556 -4.65077
C -0.49246 1.55398 -4.20459
C -0.98383 0.78476 -3.15914
C -2.20008 1.10477 -2.55665
C -2.91703 2.19186 -2.99942
S -0.05772 -0.54606 -2.53686
O -0.89622 -1.67676 -2.25244
O 1.11939 -0.69935 -3.35183
N 0.40998 -0.00862 -1.07044
C 1.49304 0.74629 -0.86717
S 2.56843 1.60504 -1.89231
C 3.50618 2.02166 -0.48780
C 2.99619 1.46016 0.62947
N 1.84981 0.73859 0.40987
H -2.90020 4.48999 -5.35872
H -4.09609 4.16471 -4.20243
H -0.83440 3.24329 -5.47007
H 0.44689 1.28850 -4.67036
H -2.57750 0.49826 -1.74442
H -3.86069 2.44324 -2.53326
H 4.36842 2.65924 -0.56950
H 3.38830 1.56921 1.62748
C 2.44621 -2.08622 4.74778
C 1.87864 -1.67065 3.47586
N 1.42943 -1.34652 2.47424
H 2.36507 -3.16867 4.83402
H 1.89033 -1.61241 5.55550
H 3.49204 -1.79013 4.79986
```

The total energy is -3805.146562 Ha. As for the total charge: +1. As for the multiplicity: 4. The molecular weight is 666.63 g/mol. The value obtained for the HOMO-LUMO gap (alpha / beta) is 0.2710 / 0.1998 Ha. As for the expectation value of S²: 3.787. The calculation puts the HOMO energy (alpha / beta) at -10.27 / -10.28 eV.

Mulliken atomic charge list, values in e, 4 entries: -0.5072 -0.5823 0.1492 0.1748



[3]
Density functional theory data (ωB97M-V/def2-TZVPD) for C29H23N5O6Ru as an isolated structure.

```
64
Properties=species:S:1:pos:R:3
Ru 0.14604 0.52344 0.19557
O -4.11997 0.41094 -1.28503
C -2.88266 0.65359 -0.97717
O -2.31739 0.25623 0.03396
C -2.15344 1.48620 -1.98137
C -2.71328 1.92667 -3.17263
C -1.90622 2.64352 -4.04498
C -0.59174 2.91365 -3.68607
C -0.12735 2.45562 -2.46037
N -0.89593 1.74571 -1.63876
C 1.25460 2.66665 -1.90919
O 2.12551 3.40192 -2.52780
O 1.56138 2.13387 -0.85211
H -4.58308 -0.12905 -0.62171
H -3.74676 1.70717 -3.40388
H -2.29246 2.98806 -4.99533
H 0.04449 3.46252 -4.36815
H 1.82672 3.87795 -3.31485
N -0.67305 2.32217 1.60260
C -1.18066 1.84022 2.87566
C -1.76926 2.68091 3.78539
C -2.26264 2.18960 5.00609
C -2.14770 0.86075 5.30901
C -1.53609 -0.02841 4.39797
C -1.35397 -1.40127 4.67074
C -0.74078 -2.20731 3.74706
C -0.32173 -1.64645 2.53632
N -0.47705 -0.36647 2.25384
C -1.05839 0.46574 3.15759
H 0.03231 3.04136 1.74391
H -1.42786 2.76506 1.08489
H -1.85750 3.73822 3.56191
H -2.72772 2.87220 5.70369
H -2.51983 0.47303 6.24868
H -1.69883 -1.80203 5.61608
H -0.58014 -3.25933 3.93409
H 0.14821 -2.26722 1.78146
O -0.39020 -5.00765 -5.66566
C -0.91553 -3.95206 -5.07284
O -1.94234 -3.45849 -5.44361
C -0.19702 -3.32583 -3.88353
C 1.05394 -3.70671 -3.41132
C 1.63394 -3.07080 -2.32212
C 0.95508 -2.03377 -1.68982
C -0.31853 -1.69023 -2.14900
C -0.88832 -2.30602 -3.23786
N 1.44657 -1.28057 -0.59647
C 2.65806 -1.32301 -0.19105
C 3.08337 -0.49733 0.92901
C 4.31942 -0.67858 1.53042
C 4.66975 0.12289 2.61059
C 3.77700 1.08843 3.04167
C 2.55819 1.21044 2.38205
N 2.22052 0.43886 1.35928
H 0.43086 -5.35074 -5.30629
H 1.62056 -4.49796 -3.88471
H 2.60654 -3.40139 -1.98062
H -0.86291 -0.93008 -1.59386
H -1.86735 -2.03321 -3.60911
H 3.40212 -1.96394 -0.65887
H 4.99545 -1.43955 1.16216
H 5.62373 -0.00588 3.10400
H 4.01145 1.74219 3.86971
H 1.83986 1.95557 2.70072
```

The total energy is -1938.122493 Ha. The relative energy (zero: lowest compared OMol25 entry of this formula, charge and spin) comes out at 0.3415 eV. As for the total charge: +3. As for the multiplicity: 6. The molecular weight is 638.60 g/mol. The value obtained for the HOMO-LUMO gap (alpha / beta) is 0.2728 / 0.2068 Ha. As for the expectation value of S²: 8.756. The calculation puts the HOMO energy (alpha / beta) at -16.89 / -16.89 eV.

Mulliken atomic charge list, values in e, 4 entries: 1.2579 -0.4038 0.0297 -0.4118



[4]
Density functional theory data (ωB97M-V/def2-TZVPD) for C29H24BeCl3N3OS2 as an isolated structure in a non-equilibrium geometry.

```
63
Properties=species:S:1:pos:R:3
Be -1.60886 0.82191 2.52803
C -1.52645 -1.86610 3.10589
C -2.57794 -2.22838 2.27744
C -3.69313 -1.41605 2.16477
C -3.78531 -0.25780 2.93003
C -2.77969 0.07066 3.84213
C -1.60657 -0.71359 3.88954
H -0.67644 -2.52246 3.20972
H -2.54187 -3.16397 1.74373
H -4.51292 -1.70535 1.52391
H -4.69352 0.32370 2.91414
H -2.99911 0.78773 4.61923
H -0.88249 -0.57963 4.68091
S -0.60357 4.86062 2.20189
C -1.09033 3.28997 1.84133
N -1.17201 2.42737 2.85003
C -0.83367 3.06133 4.03958
C -0.80033 2.51770 5.32284
C -0.37571 3.30466 6.37318
C 0.02611 4.62891 6.18296
C -0.02996 5.19959 4.92807
C -0.46634 4.41008 3.87368
H -1.33185 3.01082 0.83328
H -1.09627 1.50039 5.50304
H -0.34999 2.88433 7.36631
H 0.37612 5.20997 7.02346
H 0.26629 6.22115 4.74995
Cl 2.88694 -0.35467 -8.15195
C 2.39279 -0.42635 -6.50983
C 3.28334 -0.08988 -5.49652
C 2.88657 -0.20049 -4.17868
C 1.60418 -0.61594 -3.84830
C 1.14495 -0.66202 -2.40885
C 0.59968 0.74528 -2.05886
N -0.41449 0.67599 -1.04446
C -1.75680 0.73908 -1.26439
C -2.35985 0.61211 -0.05228
N -1.38944 0.48218 0.91424
C -0.22233 0.50792 0.25779
O 2.17048 -0.95755 -1.48912
C 2.24334 -2.32050 -1.07567
C 2.14214 -3.30508 -2.19717
C 1.00111 -3.99554 -2.50301
Cl -0.50509 -3.85557 -1.69747
S 1.19709 -5.06106 -3.84928
C 2.83358 -4.56756 -4.00918
C 3.19267 -3.64160 -3.08579
C 0.70780 -0.88511 -4.87934
Cl -0.94138 -1.27660 -4.51588
C 1.09049 -0.80705 -6.20556
H 4.27035 0.26356 -5.74608
H 3.56671 0.04803 -3.38003
H 0.32908 -1.38811 -2.31196
H 0.17059 1.19938 -2.95102
H 1.44144 1.34405 -1.70567
H -2.17754 0.87718 -2.23934
H -3.40216 0.58148 0.18582
H 0.74188 0.40540 0.71659
H 1.43258 -2.51922 -0.35863
H 3.20884 -2.40793 -0.57106
H 3.43661 -4.99665 -4.78459
H 4.17110 -3.20264 -3.02665
H 0.38855 -1.02209 -6.99690
```

The total energy is -3550.288926 Ha. The relative energy (zero: lowest compared OMol25 entry of this formula, charge and spin) comes out at 0.1082 eV. As for the total charge: +2. The molecular weight is 610.04 g/mol. The value obtained for the HOMO-LUMO gap is 0.2240 Ha. The calculation puts the HOMO energy at -12.85 eV.

Mulliken atomic charge list, values in e, 4 entries: -0.7372 -0.7706 -0.3519 -0.4584